Record 1
Here is a structure of composition C29H32F4HoN7O4 in a non-equilibrium geometry from the OMol25 dataset. Energies are from ωB97M-V/def2-TZVPD.

The geometry in XYZ format:
```
77
Properties=species:S:1:pos:R:3:forces:R:3
Ho -0.6280 -0.3154 -0.4351 -1.8 -1.6 1.6
C -0.9077 -0.4788 3.0482 0.1 -0.1 0.0
N -1.5973 -1.2243 1.9897 0.0 0.1 0.1
C -1.3471 -2.6526 2.1895 0.1 0.0 0.0
C -3.0464 -0.9442 2.0408 0.0 0.1 0.0
C -3.3985 0.2947 1.2302 0.2 -0.3 -0.2
N -2.8510 0.0506 -0.0908 0.0 0.3 0.1
C -3.4471 0.4847 -1.2206 -0.2 -0.3 -0.2
C -3.0254 -0.1336 -2.4140 -0.1 0.0 0.3
F -2.0566 -1.1110 -2.2372 -0.1 -0.1 -0.4
C -3.5098 0.1404 -3.6607 0.0 0.0 0.0
F -3.0602 -0.5492 -4.7130 0.1 0.0 -0.1
C -4.4839 1.1072 -3.8207 0.0 0.1 -0.1
C -4.9190 1.7496 -2.6781 0.0 -0.1 -0.1
F -5.8510 2.7073 -2.7884 -0.1 0.1 0.0
C -4.4424 1.4528 -1.4180 0.1 0.1 0.1
F -4.9088 2.1614 -0.3658 0.0 0.0 0.1
H -1.2847 -0.7702 4.0379 0.0 0.0 0.0
H -1.0478 0.5883 2.9153 0.0 0.1 0.0
H 0.1614 -0.6949 3.0094 0.0 0.0 0.0
H -1.6575 -2.9771 3.1916 -0.1 0.0 0.0
H -0.2831 -2.8573 2.0743 0.0 0.0 0.0
H -1.8915 -3.2343 1.4473 0.0 0.0 0.0
H -3.3830 -0.8422 3.0820 0.0 -0.1 0.0
H -3.5703 -1.7876 1.5920 0.0 -0.1 0.0
H -2.9572 1.1796 1.6883 -0.1 0.2 0.1
H -4.4811 0.4186 1.2229 -0.1 0.0 0.0
H -4.8743 1.3638 -4.7941 0.0 0.0 0.0
C 2.6672 1.8180 1.7171 -0.1 0.1 0.1
C 1.9482 0.6116 1.1838 -1.1 0.1 -0.2
O 0.7304 0.7666 0.8602 1.9 0.4 0.8
C 2.6235 -0.6481 1.0777 -0.4 -1.1 -0.4
C 3.9425 -0.7850 1.5537 0.2 -0.4 0.0
C 4.6166 -1.9873 1.5075 0.1 0.3 0.1
C 3.9969 -3.1269 0.9617 -0.2 0.5 0.0
C 2.7254 -3.0353 0.4556 0.0 -0.1 0.1
C 1.9908 -1.8227 0.4825 0.5 0.6 0.4
O 0.8045 -1.8039 -0.0154 0.6 -0.7 0.3
H 1.9911 2.6670 1.6572 0.0 0.0 0.0
H 3.5670 2.0300 1.1361 0.0 -0.1 0.0
H 2.9587 1.6732 2.7606 0.0 0.0 -0.1
H 4.4341 0.0801 1.9800 0.0 -0.1 0.0
H 5.6272 -2.0555 1.8903 0.0 0.0 0.0
H 4.5270 -4.0713 0.9313 0.0 0.0 0.0
H 2.2331 -3.8910 0.0078 0.0 0.0 0.0
C 5.1149 -2.1720 -2.3544 -0.1 0.0 0.0
C 3.7998 -1.4414 -2.4157 0.0 0.0 0.0
C 2.6586 -2.0620 -2.8989 0.0 0.0 0.1
C 1.4470 -1.3879 -3.0270 0.0 0.1 -0.3
C 0.3040 -2.1060 -3.7064 0.1 0.1 0.1
C 1.3691 -0.0558 -2.5945 0.0 -0.1 -0.3
C 2.5201 0.5953 -2.1162 -0.1 0.2 0.1
C 2.4952 2.0744 -1.8121 0.0 -0.1 0.0
C 3.7136 -0.1027 -2.0444 0.1 -0.1 0.0
C 0.1180 0.7909 -2.8168 0.4 0.3 -0.6
O -0.2623 1.0024 -3.9475 -0.2 0.1 0.0
O -0.4434 1.2438 -1.7240 0.3 1.4 -1.6
H 4.9628 -3.2515 -2.3665 0.0 0.0 0.0
H 5.6652 -1.9108 -1.4494 0.0 0.0 0.0
H 5.7378 -1.9079 -3.2127 0.0 0.0 0.0
H 2.7144 -3.0972 -3.2246 0.0 0.0 0.0
H 0.7006 -2.7331 -4.5048 0.0 0.0 0.0
H -0.4033 -1.4104 -4.1449 -0.1 0.0 0.0
H -0.2200 -2.7660 -3.0111 0.0 0.0 0.0
H 1.6750 2.3374 -1.1449 0.0 0.0 0.0
H 2.3487 2.6371 -2.7385 0.0 0.0 0.1
H 3.4387 2.3944 -1.3684 0.0 0.0 0.0
H 4.6095 0.4139 -1.7085 -0.1 0.0 0.0
N -3.6493 3.6796 5.6210 0.3 0.2 0.2
N -3.0305 3.6436 4.3862 0.0 -0.2 0.0
N -3.1892 4.5896 3.4992 0.1 -0.1 0.0
C -2.3672 4.1660 2.5422 0.1 -0.1 -0.1
N -1.7549 3.0183 2.8614 -0.1 0.2 0.1
N -2.1967 2.6936 4.0618 -0.1 0.3 -0.1
H -4.5330 4.1563 5.5241 -0.2 0.0 -0.1
H -3.7500 2.7327 5.9550 -0.1 -0.1 0.0
H -2.2281 4.6893 1.6104 0.0 -0.1 0.1
```
Forces are in eV/Å.

Expectation value of S²: 6.0036
Gap between HOMO and LUMO (alpha / beta): 0.2461 / 0.2466 hartree
2S+1: 5
Lowest unoccupied orbital energy (alpha / beta): -0.51 / -0.51 eV
HOMO energy (alpha / beta): -0.26471 / -0.26520 Eh


Record 2
Here is a structure of composition C35H40BFeN12OP in a non-equilibrium geometry from the OMol25 dataset. Energies are from ωB97M-V/def2-TZVPD.

The geometry in XYZ format:
```
91
Properties=species:S:1:pos:R:3:forces:R:3
Fe 0.4761 -0.1927 0.1959 0.0 -1.3 -0.4
O -2.4204 0.3534 1.2191 -0.1 0.1 0.1
N -1.8644 0.0083 -0.0041 0.3 0.5 0.6
C -2.7318 0.2675 -0.8973 0.1 -0.1 -0.4
C -2.6018 0.0816 -2.3480 -0.1 0.1 0.2
C -3.8106 0.0752 -3.0477 -0.1 0.0 -0.1
C -3.8444 -0.1152 -4.4179 0.0 0.0 0.0
C -2.6566 -0.2751 -5.1168 0.0 0.0 0.0
C -1.4514 -0.2420 -4.4351 -0.1 -0.1 0.0
C -1.4066 -0.0696 -3.0497 0.1 -0.1 -0.1
P 0.2359 -0.0257 -2.2844 0.9 0.5 0.1
C 0.9953 1.4345 -3.1187 -0.1 0.1 0.1
C 2.3367 1.7346 -2.8675 0.0 -0.1 -0.2
C 2.9419 2.8525 -3.4241 0.0 0.0 0.0
C 2.2057 3.7115 -4.2289 0.0 0.0 0.0
C 0.8666 3.4426 -4.4695 0.0 0.0 0.0
C 0.2644 2.3176 -3.9169 0.0 0.0 0.0
C 1.0493 -1.4798 -3.0484 0.0 -0.1 0.1
C 0.2859 -2.6256 -3.2812 0.0 0.0 -0.1
C 0.8894 -3.8164 -3.6584 0.0 0.0 0.0
C 2.2693 -3.8857 -3.7948 0.0 0.0 0.0
C 3.0347 -2.7459 -3.5963 0.0 0.0 0.0
C 2.4305 -1.5521 -3.2245 0.0 0.0 -0.1
H -1.8260 -0.0246 1.8812 0.1 0.0 0.1
H -3.6919 0.6369 -0.5454 0.0 0.0 0.0
H -4.7364 0.2050 -2.4999 0.0 0.0 0.0
H -4.7929 -0.1345 -4.9384 0.0 0.0 0.0
H -2.6669 -0.4264 -6.1883 0.0 0.0 0.0
H -0.5254 -0.3549 -4.9865 0.0 0.0 0.0
H 2.9099 1.0922 -2.2129 0.1 0.0 0.0
H 3.9872 3.0570 -3.2273 0.0 0.0 0.0
H 2.6751 4.5831 -4.6668 0.0 0.0 0.0
H 0.2868 4.1032 -5.1023 0.0 0.0 0.0
H -0.7805 2.1307 -4.1226 0.0 0.0 0.0
H -0.7918 -2.5945 -3.1754 0.0 0.0 0.0
H 0.2796 -4.6902 -3.8490 0.0 0.0 0.0
H 2.7438 -4.8212 -4.0612 0.0 0.0 0.0
H 4.1079 -2.7832 -3.7326 0.0 0.0 0.0
H 3.0511 -0.6775 -3.1001 0.0 0.0 0.0
B 1.4443 1.0360 3.5492 0.0 0.1 0.2
N 0.4155 -0.0982 3.2964 0.0 0.1 -0.1
C -0.2176 -0.6699 4.3211 0.0 0.0 0.1
C -1.0059 -1.7010 3.8495 -0.1 0.0 0.0
C -0.7872 -1.6896 2.4851 0.3 0.0 0.0
N 0.0775 -0.7070 2.1377 0.2 -0.3 0.2
N 1.9753 1.6313 2.2143 0.1 -0.1 0.0
C 3.0080 2.4779 2.2125 0.1 0.0 0.0
C 3.1732 2.9845 0.9333 0.0 0.1 0.0
C 2.1718 2.3571 0.2036 -0.2 0.1 0.0
N 1.4482 1.5355 0.9805 -0.2 0.3 -0.5
H 2.3937 0.6075 4.1582 -0.1 0.0 -0.1
H 0.8844 1.9128 4.1754 0.0 0.0 -0.1
H -0.0572 -0.3143 5.3265 0.0 0.0 0.0
H -1.6439 -2.3586 4.4141 0.0 0.0 0.0
H -1.2035 -2.3370 1.7408 -0.1 0.0 0.1
H 3.5567 2.6687 3.1216 -0.1 0.0 0.0
H 3.9104 3.6923 0.5911 0.0 0.0 0.0
H 1.9332 2.4541 -0.8396 0.0 0.0 0.0
N 4.6103 -1.3901 0.1075 0.0 -0.2 0.0
C 3.7721 -0.3566 0.0306 0.0 0.0 0.0
N 2.5365 -0.8188 -0.0488 -0.3 0.3 0.5
C 2.7015 -2.1635 0.0018 -0.1 -0.3 -0.1
N 3.9425 -2.5630 0.0912 0.1 0.3 0.0
C 1.5283 -3.0204 -0.0823 0.2 0.0 0.0
C 1.5792 -4.4091 -0.0658 -0.1 -0.2 0.0
N 0.4777 -5.1404 -0.1494 0.0 0.1 0.0
C -0.6748 -4.4811 -0.2659 0.1 -0.2 0.0
C -0.7278 -3.1004 -0.2873 0.0 0.1 -0.3
N 0.3803 -2.3639 -0.1817 -0.8 0.5 0.1
H 5.6149 -1.3846 0.1939 0.0 0.0 0.0
H 4.0770 0.6786 0.0291 0.0 0.0 0.1
H 2.5287 -4.9223 0.0280 0.0 0.0 0.0
H -1.5794 -5.0729 -0.3321 0.0 0.0 0.0
H -1.6647 -2.5692 -0.4044 0.0 0.0 0.1
N -0.4670 5.7796 0.0818 0.1 -0.2 0.0
C -0.0550 4.9323 1.2673 0.0 0.0 0.0
C -1.0170 3.7592 1.3818 0.0 -0.2 -0.1
N -1.1130 2.9844 0.1564 -0.1 0.2 -0.2
C -1.4894 3.8066 -0.9789 0.1 0.0 0.2
C -0.5392 4.9788 -1.1982 -0.1 0.0 -0.1
H 0.1747 6.5635 -0.0292 0.0 0.0 0.0
H -1.3908 6.1738 0.2701 0.0 0.1 0.0
H -0.0636 5.5655 2.1532 0.0 0.1 0.0
H 0.9589 4.5833 1.0770 0.0 0.1 -0.1
H -2.0188 4.1240 1.6364 0.0 0.0 0.1
H -0.6858 3.1177 2.1991 0.0 0.0 0.0
H -0.2526 2.4686 -0.0146 -0.3 0.1 0.1
H -2.5025 4.1901 -0.8093 0.0 0.0 -0.1
H -1.5130 3.2029 -1.8862 0.0 0.0 0.0
H -0.8739 5.6422 -1.9949 0.0 0.1 0.0
H 0.4678 4.6271 -1.4238 0.0 0.1 0.1
```
Forces are in eV/Å.

Charge: +2
Gap between HOMO and LUMO (alpha / beta): 0.3072 / 0.3074 hartree
2S+1: 1
Lowest unoccupied orbital energy (alpha / beta): -4.96 / -4.96 eV
HOMO energy (alpha / beta): -0.48961 / -0.48967 Eh


Record 3
Here is a structure of composition C34H31GeKN3O5 from the OMol25 dataset. Energies are from ωB97M-V/def2-TZVPD.

The geometry in XYZ format:
```
75
Properties=species:S:1:pos:R:3:forces:R:3
K -1.2367 0.4629 2.2833 0.2 0.0 0.2
O 4.0766 4.5307 1.5899 0.0 0.0 0.0
C 3.0785 3.6009 1.6904 0.0 0.0 0.0
C 2.9721 2.5456 0.7947 0.0 0.1 0.0
C 1.9268 1.6554 0.9603 -0.1 -0.1 0.0
N 1.0583 1.7491 1.9661 -0.1 0.1 0.0
C 1.1549 2.7750 2.8181 0.1 0.0 -0.1
C 2.1485 3.7387 2.7043 0.0 0.0 0.0
C 0.0905 2.9125 3.9317 0.0 0.1 0.2
O -0.1112 4.0739 4.3141 0.0 -0.1 0.0
O -0.4544 1.8478 4.3298 0.0 0.0 -0.4
C 1.7282 0.5339 -0.0686 0.0 0.1 0.0
O 2.6416 0.3297 -0.8664 0.0 0.0 0.0
O 0.5936 -0.0561 -0.0286 -0.1 0.0 0.1
H 4.6311 4.2968 0.8392 0.0 0.0 0.0
H 3.6653 2.4053 -0.0261 0.0 0.0 0.0
H 2.1684 4.5756 3.3864 0.0 0.0 0.0
C -0.4340 2.3505 -3.6928 0.0 0.0 0.0
C -0.0099 2.2504 -2.2257 0.0 0.1 0.0
C -0.9079 3.0372 -1.2991 0.0 -0.1 0.0
C -0.7675 4.4217 -1.2782 0.0 0.1 0.0
C -1.5321 5.2229 -0.4493 0.0 -0.1 0.0
C -2.4679 4.6321 0.3842 0.0 0.0 0.0
C -2.6375 3.2567 0.4068 0.0 -0.1 0.0
C -3.7139 2.6739 1.2905 -0.1 0.1 -0.1
C -5.0414 2.5275 0.5413 0.0 0.0 0.0
C -1.8539 2.4495 -0.4380 0.0 0.1 -0.1
N -1.9521 1.0577 -0.2697 0.0 -0.1 0.4
C -2.0482 0.2487 -1.2343 -0.1 0.0 -0.3
C -2.0739 -1.2069 -1.1475 0.0 0.1 0.2
C -2.9268 -1.9135 -1.9657 0.0 -0.1 0.0
C -2.9641 -3.2436 -1.5017 0.0 0.0 0.0
C -2.1117 -3.3008 -0.4339 0.0 0.1 0.0
N -1.5408 -2.0654 -0.1812 -0.1 -0.1 -0.1
H 0.2632 1.7996 -4.3268 0.0 0.0 0.0
H -0.4556 3.3904 -4.0261 0.0 0.0 0.0
H -1.4336 1.9388 -3.8505 0.0 0.0 0.0
H 1.0048 2.6460 -2.1317 0.0 0.0 0.0
H 0.0500 1.2081 -1.9222 0.0 0.0 0.0
H -0.0156 4.8712 -1.9184 0.0 0.0 0.0
H -1.3849 6.2951 -0.4331 0.0 0.0 0.0
H -3.0606 5.2440 1.0547 0.0 0.0 0.0
H -3.8509 3.3346 2.1486 0.0 0.0 0.0
H -3.4373 1.6957 1.6819 0.0 0.0 -0.1
H -5.3660 3.4967 0.1590 0.0 0.0 0.0
H -5.8223 2.1350 1.1955 0.0 0.0 0.0
H -4.9329 1.8499 -0.3076 0.0 0.0 0.0
H -2.2475 0.6082 -2.2514 0.1 0.0 0.0
H -3.5006 -1.4843 -2.7733 0.0 0.0 0.0
H -3.5411 -4.0636 -1.8971 0.0 0.0 0.0
H -1.8497 -4.1603 0.1552 0.0 0.0 0.0
Ge 0.2356 -2.2266 0.5935 0.2 0.0 -0.1
C 1.4544 -2.6527 -0.8480 0.1 -0.1 0.0
C 2.7874 -2.9576 -0.5873 -0.1 0.0 0.0
C 3.6527 -3.2765 -1.6230 0.0 0.0 0.0
C 3.1881 -3.3062 -2.9302 0.0 0.0 0.0
C 1.8586 -3.0149 -3.1980 0.0 0.0 0.0
C 0.9951 -2.6868 -2.1609 0.1 0.0 0.0
C 0.0577 -3.9930 1.5217 0.0 -0.1 0.0
C -0.3040 -4.0337 2.8671 0.0 0.0 -0.1
C -0.3595 -5.2317 3.5689 0.0 0.0 0.0
C -0.0314 -6.4191 2.9306 0.0 0.0 0.0
C 0.3511 -6.4006 1.5957 0.0 0.0 0.0
C 0.3930 -5.1988 0.9012 0.0 0.0 0.1
H 0.6024 -1.4519 1.8659 -0.1 0.0 0.1
H 3.1610 -2.9313 0.4307 0.0 0.0 0.0
H 4.6932 -3.4929 -1.4134 0.0 0.0 0.0
H 3.8652 -3.5508 -3.7399 0.0 0.0 0.0
H 1.4966 -3.0349 -4.2190 0.0 0.0 0.0
H -0.0387 -2.4432 -2.3805 0.0 0.0 0.0
H -0.5320 -3.1061 3.3850 0.0 0.0 0.0
H -0.6466 -5.2398 4.6135 0.0 0.0 0.0
H -0.0651 -7.3547 3.4758 0.0 0.0 0.0
H 0.6202 -7.3248 1.0980 0.0 0.0 0.0
H 0.6947 -5.1950 -0.1411 0.0 0.0 0.0
```
Forces are in eV/Å.

Charge: -1
Gap between HOMO and LUMO: 0.2814 hartree
2S+1: 1
Lowest unoccupied orbital energy: 2.14 eV
HOMO energy: -0.20261 Eh